{"formula": "C34H66FN6O4", "method": "ωB97M-V/def2-TZVPD", "species": ["C", "C", "C", "N", "C", "C", "C", "O", "N", "O", "C", "C", "O", "O", "C", "C", "C", "N", "C", "C", "C", "C", "C", "F", "H", "H", "H", "H", "H", "H", "H", "H", "H", "H", "H", "H", "H", "H", "H", "H", "H", "H", "H", "H", "H", "C", "C", "N", "C", "C", "C", "C", "H", "H", "H", "H", "H", "H", "H", "H", "H", "H", "H", "H", "H", "H", "H", "C", "C", "N", "C", "C", "C", "C", "H", "H", "H", "H", "H", "H", "H", "H", "H", "H", "H", "H", "H", "H", "H", "C", "C", "N", "C", "C", "C", "C", "H", "H", "H", "H", "H", "H", "H", "H", "H", "H", "H", "H", "H", "H", "H"], "xyz": [[-2.916664, 0.964458, 2.732825], [-1.754548, 0.909903, 2.455209], [-0.331845, 0.821714, 2.129472], [0.045283, -0.602398, 1.928443], [0.292511, -1.083345, 0.693355], [0.606278, -2.404255, 0.499775], [0.864466, -2.935861, -0.887679], [2.224148, -3.332778, -1.042581], [3.112021, -2.274683, -0.631863], [4.031118, -2.712669, -0.087853], [0.673498, -3.245464, 1.625799], [1.010846, -4.710436, 1.465541], [1.967256, -5.148584, 2.023647], [0.207403, -5.434909, 0.666430], [-0.863834, -6.129586, 1.353076], [-1.956621, -5.199900, 1.887729], [0.436359, -2.746681, 2.902309], [0.477646, -3.477724, 4.097319], [1.829649, -3.399235, 4.733442], [2.081897, -4.594688, 5.633500], [3.058037, -4.306075, 6.774381], [2.674403, -3.073050, 7.612824], [0.107476, -1.397467, 2.990659], [-0.129408, -0.850872, 4.134219], [-3.925081, 0.736883, 2.991732], [-0.135058, 1.373529, 1.214485], [0.250086, 1.225273, 2.954839], [0.222070, -0.382428, -0.123810], [0.295684, -3.844584, -1.054304], [0.555147, -2.211169, -1.643429], [-1.295400, -6.781841, 0.601658], [-0.450271, -6.768964, 2.130687], [-1.898709, -5.133151, 2.974520], [-1.877860, -4.201055, 1.465116], [-2.945714, -5.585245, 1.657961], [0.285482, -4.448480, 3.877503], [2.582928, -3.413946, 3.940231], [1.926140, -2.438090, 5.235521], [1.156516, -5.011681, 6.037010], [2.524593, -5.375612, 5.011715], [4.043656, -4.128038, 6.338567], [3.161564, -5.184890, 7.406320], [1.593177, -2.929500, 7.569132], [2.991276, -3.168390, 8.645350], [3.117232, -2.184082, 7.166967], [-2.479126, 0.664506, -1.368101], [-2.512177, 1.984624, -2.126705], [-3.838838, 2.554393, -2.239429], [-3.905755, 3.664502, -3.178983], [-3.109141, 4.931528, -2.844380], [-4.552443, 2.742866, -0.987789], [-3.893877, 3.611551, 0.092299], [-3.157275, -0.062083, -1.817590], [-1.466326, 0.250826, -1.403776], [-2.750352, 0.783912, -0.316671], [-2.136132, 1.791261, -3.134165], [-1.796051, 2.679641, -1.655327], [-4.953982, 3.932962, -3.328543], [-3.564435, 3.293511, -4.150195], [-3.580794, 5.515794, -2.055807], [-3.059514, 5.571705, -3.726770], [-2.084055, 4.709118, -2.545829], [-4.743269, 1.755598, -0.556223], [-5.544726, 3.136275, -1.216742], [-2.831254, 3.385538, 0.200385], [-4.368437, 3.418926, 1.056970], [-3.998932, 4.676208, -0.105539], [-2.545192, 0.949376, -5.955164], [-2.546554, 0.819117, -7.470022], [-3.432291, 1.766087, -8.117378], [-3.650083, 1.479633, -9.525699], [-2.453238, 1.578827, -10.479368], [-3.214656, 3.162074, -7.780065], [-1.829001, 3.764523, -8.051297], [-3.556307, 0.862577, -5.552781], [-1.937060, 0.157619, -5.512558], [-2.125269, 1.901890, -5.626639], [-2.887353, -0.187357, -7.726814], [-1.507253, 0.891463, -7.829949], [-4.448831, 2.131688, -9.888135], [-4.054313, 0.464694, -9.590611], [-2.183610, 2.612473, -10.691134], [-2.709824, 1.114710, -11.433235], [-1.573680, 1.063567, -10.092169], [-3.438354, 3.290549, -6.717052], [-3.973492, 3.756591, -8.293713], [-1.022990, 3.096177, -7.744424], [-1.716192, 4.692767, -7.487326], [-1.686445, 4.011145, -9.101817], [6.597893, 2.519458, 2.969511], [5.796482, 2.078690, 4.184381], [4.366275, 2.005173, 3.933244], [3.573260, 1.851765, 5.140364], [3.730122, 0.562440, 5.958149], [3.969672, 1.178477, 2.814108], [4.369279, -0.305946, 2.824560], [6.232041, 3.472737, 2.586583], [7.644772, 2.644249, 3.244972], [6.562699, 1.787423, 2.161398], [5.954549, 2.809353, 4.980868], [6.209429, 1.127096, 4.554143], [2.517351, 1.977083, 4.875847], [3.808025, 2.697867, 5.791567], [3.239144, -0.287586, 5.481088], [3.263518, 0.692058, 6.936431], [4.776064, 0.307003, 6.126866], [4.365679, 1.627446, 1.900129], [2.879823, 1.255519, 2.708957], [5.402488, -0.450142, 3.138821], [4.275945, -0.720539, 1.817947], [3.728401, -0.901833, 3.477127]], "forces_ev_per_a": [[0.072, -0.787, 0.009], [0.052, 0.161, -0.024], [-0.689, 0.256, 0.193], [0.121, 0.392, -0.097], [0.124, -0.283, -0.264], [-0.384, -0.061, 0.194], [0.072, 0.334, -0.383], [-0.018, -0.449, 0.374], [-0.259, 0.259, 0.229], [0.234, -0.052, -0.330], [-0.291, 0.160, -0.374], [0.382, -0.090, 0.157], [0.148, -0.171, 0.200], [-0.220, 0.342, 0.105], [-0.668, -0.265, -0.261], [0.281, -0.134, 0.392], [-0.093, -0.089, 0.146], [0.249, -0.122, -0.326], [0.033, 0.061, -0.345], [0.253, -0.352, 0.171], [0.192, 0.486, -0.011], [-0.184, -0.300, -0.608], [0.397, -0.519, -0.386], [-0.160, 0.375, 0.640], [-0.134, 0.493, 0.007], [0.278, -0.100, -0.057], [0.237, 0.029, -0.121], [0.002, 0.086, 0.039], [-0.039, -0.060, -0.004], [0.140, 0.141, 0.012], [0.216, -0.027, -0.171], [0.196, 0.062, 0.043], [-0.021, 0.222, 0.038], [-0.054, 0.036, -0.106], [-0.029, -0.053, -0.092], [0.068, -0.089, 0.181], [0.099, 0.058, 0.006], [-0.227, -0.016, 0.221], [-0.173, 0.272, 0.036], [-0.145, -0.141, -0.022], [0.096, -0.102, 0.043], [-0.111, -0.118, -0.030], [-0.076, -0.006, 0.303], [0.040, 0.097, 0.076], [0.078, 0.148, 0.224], [-0.033, 0.005, 0.104], [0.109, 0.001, 0.101], [-0.056, -0.033, -0.093], [0.074, 0.106, -0.207], [-0.096, 0.054, -0.050], [-0.058, -0.143, 0.220], [-0.094, 0.009, 0.045], [-0.018, 0.011, 0.006], [-0.026, 0.012, -0.092], [-0.015, -0.004, -0.008], [-0.074, 0.150, -0.064], [0.056, -0.045, -0.005], [-0.035, -0.062, 0.108], [0.045, -0.092, 0.051], [0.040, -0.022, 0.047], [0.007, -0.010, -0.009], [0.004, -0.009, -0.001], [0.057, -0.027, -0.042], [0.047, 0.067, -0.105], [0.010, 0.009, 0.013], [0.004, -0.004, -0.003], [0.084, 0.003, -0.048], [0.007, -0.027, 0.114], [0.129, 0.014, 0.076], [-0.067, -0.003, -0.073], [-0.090, -0.124, -0.147], [-0.059, 0.047, -0.057], [0.020, 0.161, 0.176], [-0.050, 0.086, -0.018], [-0.018, 0.053, -0.024], [0.015, -0.015, -0.034], [0.009, 0.001, -0.016], [-0.039, 0.032, -0.094], [0.004, -0.015, 0.018], [0.020, 0.064, 0.060], [0.038, -0.020, 0.077], [0.051, 0.001, 0.047], [-0.006, -0.010, 0.005], [-0.001, 0.000, 0.017], [0.013, -0.068, 0.007], [-0.004, -0.074, -0.093], [-0.010, -0.018, 0.007], [-0.009, -0.003, 0.006], [0.050, -0.075, -0.014], [-0.005, 0.004, -0.033], [0.178, -0.033, -0.065], [-0.187, -0.010, 0.097], [-0.031, 0.072, 0.148], [-0.124, 0.009, 0.014], [0.028, -0.098, -0.265], [-0.210, -0.044, -0.081], [-0.034, -0.011, -0.004], [0.001, -0.002, 0.015], [0.010, -0.005, 0.004], [-0.098, -0.023, 0.049], [0.002, 0.006, 0.005], [0.011, -0.013, -0.071], [0.070, 0.002, -0.027], [0.066, -0.018, -0.030], [0.005, 0.010, 0.003], [0.013, -0.002, -0.022], [0.068, 0.021, 0.045], [-0.018, 0.030, 0.107], [0.009, 0.010, 0.008], [0.040, 0.022, -0.013], [0.083, 0.003, 0.089]], "total_charge": 1, "homo_lumo_gap_ev": 5.122, "multiplicity": 1}

{"formula": "C4H3HgO5", "method": "ωB97M-V/def2-TZVPD", "species": ["C", "O", "O", "C", "O", "C", "C", "O", "O", "Hg", "H", "H", "H"], "xyz": [[1.854338, 0.638590, 1.750307], [2.991945, 0.526887, 1.980683], [0.878913, 1.356912, 1.655728], [-1.059766, 0.904399, 0.887181], [-1.543838, -1.293226, 0.450080], [-1.129410, -0.707274, -0.651302], [-1.679778, -0.323322, 1.505416], [-0.928736, 0.602136, -0.466484], [-0.992318, -1.258874, -1.715863], [-0.614459, -1.042402, -3.765488], [-1.472528, 1.896904, 1.059164], [-1.144202, -0.696253, 2.387648], [-2.746307, -0.201164, 1.736464]], "forces_ev_per_a": [[-0.038, 5.902, 1.031], [-1.032, -2.225, -0.620], [2.966, -3.319, 0.316], [-2.760, -0.208, -0.245], [0.255, -0.567, -0.793], [-0.609, 1.808, 1.933], [0.259, 0.611, 0.350], [0.379, -0.665, -0.715], [-0.082, -1.224, 0.353], [0.279, 0.247, -1.405], [0.364, -0.246, -0.021], [-0.174, 0.023, -0.181], [0.193, -0.138, -0.003]], "total_charge": 1, "relative_energy_kcal_mol": 0.0, "homo_lumo_gap_ev": [7.735, 8.516], "multiplicity": 3}

{"formula": "C2H7NP", "method": "ωB97M-V/def2-TZVPD", "species": ["C", "C", "N", "P", "H", "H", "H", "H", "H", "H", "H"], "xyz": [[0.760062, -0.236038, 0.772940], [-0.787517, -0.132903, 0.367840], [-0.810681, 0.575824, -0.984741], [1.615194, -1.722828, 1.081354], [1.253053, 0.626458, 0.372496], [-1.402612, 0.486258, 1.096137], [-1.141245, -1.139433, 0.240924], [-0.172664, 1.437729, -1.106498], [-1.657481, 1.157493, -1.350210], [-0.466648, -0.101745, -1.701198], [2.810539, -0.950815, 1.210955]], "forces_ev_per_a": [[-1.396, -2.189, -1.330], [1.730, 1.228, 1.581], [0.082, 2.611, -2.111], [-1.119, 2.729, 0.046], [0.697, 0.663, 0.721], [0.783, -0.915, -0.943], [-0.725, -0.140, -0.164], [-0.116, -1.874, 1.031], [0.662, -2.320, 1.001], [-0.612, 0.707, 0.329], [0.014, -0.501, -0.160]], "total_charge": 1, "relative_energy_kcal_mol": 11.5, "homo_lumo_gap_ev": 9.304, "smiles": "[H]/P=C/C[NH3+]", "multiplicity": 1}

{"formula": "C8H10FIO2", "method": "ωB97M-V/def2-TZVPD", "species": ["C", "C", "C", "C", "C", "C", "C", "C", "O", "O", "F", "I", "H", "H", "H", "H", "H", "H", "H", "H", "H", "H"], "xyz": [[-0.213541, -2.054620, -0.235494], [-0.753948, -0.792337, -0.933912], [-1.606359, 1.656760, 1.445873], [-0.846810, 1.524304, 0.152558], [-1.653645, 0.134734, 1.441351], [-0.968778, 0.094568, 0.160909], [1.797069, -1.005712, -0.669818], [2.454870, -0.787080, -1.800101], [-0.938789, -2.778818, 0.386972], [1.141666, -2.139270, -0.256631], [1.846968, -0.098962, 0.301239], [5.420922, 1.583252, 0.662492], [-0.292473, -0.335002, -1.690621], [-1.756644, -1.159543, -1.363695], [-1.098339, 2.168569, 2.315176], [-2.603657, 2.229872, 1.304185], [-1.262222, 2.114070, -0.680343], [0.182173, 1.847888, 0.385010], [-1.301762, -0.569261, 2.336591], [-2.626096, -0.296069, 1.478036], [2.928721, 0.056346, -2.122674], [2.150668, -1.393688, -2.617105]], "forces_ev_per_a": [[-1.436, 0.989, -0.489], [-4.162, -4.070, 1.998], [-1.567, 1.738, 1.575], [1.566, 2.996, -0.623], [-0.382, -2.966, 3.196], [-0.350, 0.860, 0.261], [1.299, 0.161, -0.206], [-2.505, -2.309, 0.430], [1.270, -0.003, -0.506], [0.966, 0.073, -0.184], [0.116, 0.009, 0.678], [-0.038, -0.019, -0.012], [2.372, 1.376, -2.796], [0.953, 0.408, 0.449], [-0.325, -0.666, -1.036], [1.363, -1.347, 0.364], [0.352, -0.215, -0.042], [0.105, 0.149, -0.747], [0.339, 1.782, -1.389], [-1.489, -0.189, -0.611], [1.304, 2.319, 0.123], [0.250, -1.075, -0.433]], "relative_energy_kcal_mol": 13.9, "homo_lumo_gap_ev": [10.512, 3.762], "multiplicity": 1}

Let's list molar mass in order: 641.938 331.653 76.059 284.068 Da.